Formula: C20H22ClN3O3
Source: OMol25
Level of theory: ωB97M-V/def2-TZVPD

energy relative to the best compared isomer or geometry (same formula, charge and spin)	10.09	kcal/mol
HOMO-LUMO gap	8.9	eV
electronic energy	-44233.7780	eV

XYZ file:
```
49
Properties=species:S:1:pos:R:3:forces:R:3
C -4.804949 4.240683 -0.676879 -0.295 -0.134 -0.051
C -4.448245 2.794806 -0.922976 -0.158 0.265 0.022
O -5.294280 1.970074 -1.191444 0.005 0.019 0.015
C -3.014938 2.425564 -0.823590 0.360 -0.337 -0.015
C -1.993636 3.344280 -0.585180 -0.335 -0.268 -0.068
C -0.676423 2.938302 -0.511872 0.309 0.072 0.049
C -0.350034 1.593524 -0.673017 -0.354 0.354 -0.015
N 0.960045 1.122558 -0.614579 -0.078 -0.378 -0.130
C 2.099290 1.773363 -0.252542 0.115 -0.420 -0.208
O 2.178390 2.950977 0.005373 0.038 0.270 0.098
C 3.324054 0.837616 -0.246690 0.241 0.272 0.065
C 4.479895 1.503777 0.502377 -0.217 -0.120 -0.209
N 2.934886 -0.488837 0.233142 0.139 0.041 -0.002
C 3.956221 -1.500032 0.011128 0.061 0.013 -0.058
C 2.457093 -0.499600 1.608891 -0.022 -0.010 0.089
C 1.287058 -1.462700 1.836191 0.205 0.127 -0.239
O 0.842551 -1.664233 2.941907 -0.055 0.013 0.280
N 0.818265 -2.006911 0.681989 0.180 0.010 -0.411
C -0.283994 -2.836340 0.470725 -0.323 -0.238 0.086
C -1.136347 -3.232086 1.497740 0.112 0.096 0.100
C -2.223576 -4.038601 1.221062 -0.056 -0.083 -0.263
C -2.466448 -4.452768 -0.079209 0.156 0.116 0.070
Cl -3.825790 -5.463583 -0.421287 -0.174 -0.125 -0.042
C -1.625912 -4.064727 -1.110995 -0.084 -0.035 0.088
C -0.539341 -3.259281 -0.833311 0.034 0.039 0.165
C -1.365964 0.664987 -0.908335 0.055 0.081 0.013
C -2.675689 1.079444 -0.982269 -0.045 0.140 0.006
H -5.883136 4.359331 -0.747459 0.007 -0.022 -0.007
H -4.326225 4.874393 -1.420337 0.080 0.106 -0.019
H -4.471328 4.547670 0.311632 0.072 0.090 0.067
H -2.215352 4.391967 -0.458733 -0.039 0.113 0.018
H 0.106047 3.655086 -0.327041 0.009 0.010 -0.005
H 1.064968 0.128583 -0.773055 0.093 0.243 0.112
H 3.614617 0.715574 -1.300220 -0.053 0.010 0.106
H 4.268062 1.556521 1.567206 0.013 0.050 0.116
H 4.599141 2.517853 0.132482 0.053 0.047 0.032
H 5.408640 0.961226 0.348132 0.071 -0.061 0.012
H 3.561838 -2.474342 0.298955 0.038 -0.066 -0.022
H 4.869816 -1.321116 0.590192 0.004 -0.001 0.019
H 4.213123 -1.524289 -1.047515 0.040 -0.058 -0.022
H 3.243276 -0.756664 2.331934 -0.107 0.036 -0.045
H 2.082993 0.491416 1.881546 0.007 -0.083 0.051
H 1.369536 -1.780426 -0.139345 -0.050 0.032 0.249
H -0.940392 -2.905989 2.505307 0.001 0.006 0.032
H -2.883590 -4.345608 2.016489 -0.076 -0.037 0.060
H -1.821199 -4.389833 -2.120470 -0.034 -0.040 -0.083
H 0.119948 -2.958750 -1.636401 0.073 0.036 -0.088
H -1.124393 -0.382085 -1.027329 0.035 -0.134 -0.001
H -3.468573 0.369227 -1.162321 -0.055 -0.053 -0.016
```
Forces are in eV/Å.



Formula: C20H22F2N2OS
Source: OMol25
Level of theory: ωB97M-V/def2-TZVPD

energy relative to the best compared isomer or geometry (same formula, charge and spin)	0.00	kcal/mol
HOMO-LUMO gap	8.5	eV
electronic energy	-42395.9704	eV

XYZ file:
```
48
Properties=species:S:1:pos:R:3:forces:R:3
O -0.539642 1.792646 1.105922 -0.132 0.254 0.152
C 0.268713 0.898591 0.917121 0.291 -0.009 -0.025
C 0.740865 0.041869 2.055049 -0.163 -0.148 0.183
C 1.348933 0.687949 3.124057 -0.045 -0.060 0.013
C 1.828276 -0.019463 4.211137 0.053 0.089 0.039
C 1.694300 -1.398014 4.239034 0.030 -0.003 -0.054
C 1.059460 -2.052726 3.202494 -0.046 0.010 -0.032
C 0.553635 -1.347077 2.110208 0.200 0.265 0.187
N -0.051911 -2.059323 1.082503 0.360 -0.520 0.029
C -1.091962 -1.649639 0.272650 -0.564 0.067 -0.319
C -1.236349 -2.227103 -0.992007 0.157 0.054 0.138
C -2.255959 -1.831434 -1.831488 -0.049 0.012 0.113
C -3.148313 -0.856721 -1.413745 -0.503 0.194 -0.437
S -4.448902 -0.329555 -2.520480 -0.242 -0.081 0.330
C -5.829580 -1.146094 -1.639937 0.713 0.124 0.423
F -5.904169 -2.455681 -1.956883 0.014 -0.419 -0.072
F -6.999670 -0.595237 -1.987404 -0.363 0.356 -0.266
C -3.035928 -0.295212 -0.149723 0.144 -0.101 -0.060
C -2.028447 -0.703756 0.697763 0.038 -0.243 0.101
N 0.786183 0.645992 -0.306693 0.017 0.022 -0.023
C 1.888562 -0.250704 -0.554771 0.312 -0.331 -0.135
C 2.985596 0.372727 -1.428215 -0.069 0.064 0.255
C 3.254926 1.845753 -1.110921 0.082 -0.036 -0.316
C 2.372641 2.793816 -1.924655 -0.095 0.082 0.282
C 0.911659 2.813032 -1.483751 0.110 -0.161 -0.170
C 0.271230 1.425720 -1.416048 -0.357 0.394 0.040
H 1.454926 1.761729 3.079875 -0.019 0.108 -0.003
H 2.308457 0.498812 5.026385 0.045 0.052 0.071
H 2.075190 -1.964687 5.075410 0.026 -0.054 0.067
H 0.941876 -3.127029 3.230159 -0.067 -0.096 0.021
H 0.264470 -3.009617 0.959159 -0.053 0.144 0.013
H -0.540280 -2.989729 -1.311924 0.125 -0.044 -0.039
H -2.362990 -2.269723 -2.811211 -0.028 -0.074 -0.079
H -5.693394 -1.062259 -0.551712 -0.003 -0.017 -0.278
H -3.736257 0.459606 0.173580 -0.056 0.099 0.020
H -1.962097 -0.287538 1.689897 0.031 0.069 0.072
H 2.319357 -0.527482 0.410034 -0.056 -0.014 -0.151
H 1.521461 -1.164265 -1.042557 0.039 0.006 0.102
H 2.723493 0.280095 -2.483459 0.042 -0.046 -0.053
H 3.893838 -0.212351 -1.270444 -0.030 -0.066 -0.065
H 4.298471 2.067729 -1.344364 0.007 0.006 0.078
H 3.109231 2.027553 -0.044397 0.079 0.046 0.108
H 2.769637 3.807697 -1.838416 0.014 0.021 -0.089
H 2.430750 2.509594 -2.978710 0.059 0.020 -0.064
H 0.826128 3.263928 -0.494068 -0.067 0.036 -0.006
H 0.337753 3.427837 -2.179092 -0.063 0.060 0.020
H 0.430326 0.866791 -2.339351 -0.016 -0.047 -0.019
H -0.804496 1.542951 -1.256013 0.098 -0.086 -0.101
```
Forces are in eV/Å.



Formula: C20H22FN3O3
Source: OMol25
Level of theory: ωB97M-V/def2-TZVPD

energy relative to the best compared isomer or geometry (same formula, charge and spin)	34.14	kcal/mol
HOMO-LUMO gap	9.3	eV
electronic energy	-34427.9816	eV

XYZ file:
```
49
Properties=species:S:1:pos:R:3:forces:R:3
C 1.024321 -1.206493 -4.026785 0.244 -0.218 0.170
C 2.308082 -2.000039 -3.807997 -0.157 0.084 -0.179
O 2.740272 -1.997061 -2.455289 -0.076 0.093 0.246
C 2.267125 -3.037518 -1.652739 0.323 -0.336 0.260
C 2.927306 -2.826520 -0.272838 -0.247 -0.172 -0.390
N 2.358124 -1.656351 0.340680 0.219 0.131 -0.264
C 1.371772 -1.755058 1.267514 0.184 0.233 0.026
O 1.143490 -2.776789 1.886506 -0.083 -0.155 0.204
C 0.632506 -0.481000 1.512773 -0.216 0.039 0.123
C 0.204503 0.299090 0.428624 0.009 0.028 0.067
C -0.521957 1.457909 0.610011 -0.058 0.155 -0.143
C -0.812568 1.827939 1.914478 0.379 -0.575 0.195
C -0.370670 1.057495 3.017899 -0.206 0.288 -0.758
C 0.339749 -0.117139 2.816569 0.006 0.023 -0.178
N -0.758461 1.669663 4.185482 0.065 -0.029 0.651
C -1.380411 2.740875 3.825154 -0.014 -0.098 0.141
N -1.465208 2.912017 2.464636 0.168 -0.288 0.187
C -2.118865 3.956393 1.805528 -0.358 0.648 -0.325
C -2.008114 5.259285 2.286079 0.100 -0.185 0.062
C -2.665018 6.293408 1.645155 -0.077 -0.095 -0.037
C -3.432592 6.051931 0.518507 -0.090 -0.110 -0.134
C -3.533702 4.751073 0.059364 0.107 0.076 0.105
F -4.284706 4.497000 -1.029482 0.069 0.017 0.109
C -2.897839 3.694808 0.682551 -0.008 0.038 -0.005
O 0.866605 -2.975139 -1.554150 0.296 0.297 0.015
C 0.166642 -4.203968 -1.577761 -0.181 -0.345 0.039
C 0.393165 -5.082250 -0.352144 -0.026 0.310 -0.220
H 0.213831 -1.632437 -3.442276 -0.052 0.018 -0.027
H 0.758166 -1.225832 -5.080522 -0.038 0.050 -0.141
H 1.172263 -0.174589 -3.718370 -0.010 0.130 -0.001
H 2.181229 -3.034572 -4.153233 0.058 0.046 0.021
H 3.129500 -1.542993 -4.368746 -0.104 -0.138 -0.009
H 2.567282 -4.015198 -2.082755 -0.105 0.172 0.044
H 4.002554 -2.696388 -0.414272 -0.064 -0.101 0.036
H 2.727042 -3.672571 0.385020 0.079 0.044 -0.106
H 2.416072 -0.817721 -0.216663 -0.056 0.032 0.181
H 0.416802 -0.034762 -0.576682 0.025 -0.035 -0.112
H -0.837484 2.051562 -0.234439 -0.030 0.007 -0.082
H 0.663990 -0.725033 3.645008 0.026 -0.098 0.107
H -1.828860 3.436095 4.508486 -0.145 0.220 0.059
H -1.397665 5.457091 3.153573 0.092 0.015 0.054
H -2.573050 7.299862 2.022698 0.012 0.086 0.028
H -3.947473 6.845833 0.002641 -0.058 0.066 -0.077
H -3.027464 2.690925 0.311877 -0.030 -0.095 -0.041
H 0.422301 -4.759146 -2.494451 -0.078 0.098 0.058
H -0.882785 -3.903599 -1.631040 0.072 -0.127 -0.066
H 1.377509 -5.544990 -0.377416 0.091 -0.081 0.047
H -0.356324 -5.868719 -0.330498 -0.050 -0.148 -0.012
H 0.309011 -4.486382 0.553734 -0.009 -0.014 0.070
```
Forces are in eV/Å.



Formula: C20H22N2O3
Source: OMol25
Level of theory: ωB97M-V/def2-TZVPD

energy relative to the best compared isomer or geometry (same formula, charge and spin)	19.66	kcal/mol
HOMO-LUMO gap	8.6	eV
electronic energy	-30220.8648	eV

XYZ file:
```
47
Properties=species:S:1:pos:R:3:forces:R:3
C -7.440341 1.720454 0.407239 -0.107 0.085 0.139
O -6.634278 1.104563 -0.566648 0.159 -0.126 -0.197
C -5.430879 0.592067 -0.187519 0.167 -0.094 -0.064
C -4.676027 -0.009665 -1.195915 -0.258 0.183 0.242
C -3.442258 -0.560974 -0.930108 0.071 -0.052 -0.069
C -2.928719 -0.522927 0.364358 -0.318 0.164 -0.025
N -1.677104 -1.057705 0.707928 -0.025 0.058 0.349
C -0.770969 -1.691862 -0.084360 0.343 -0.124 0.578
O -0.924128 -1.934841 -1.257450 -0.083 0.007 -0.349
C 0.499344 -2.069322 0.695307 0.000 -0.128 -0.294
C 1.473251 -2.847302 -0.186996 -0.061 -0.059 -0.065
C 2.597548 -1.879845 -0.517879 -0.164 -0.465 -0.113
O 3.498071 -2.070770 -1.300456 0.151 -0.041 -0.220
N 2.416484 -0.759387 0.223995 -0.144 0.327 0.115
C 3.225655 0.401867 0.145956 0.354 0.194 -0.069
C 2.640351 1.594722 -0.261688 0.106 -0.030 0.020
C 3.381425 2.760527 -0.357352 -0.019 -0.031 0.058
C 2.755869 4.044580 -0.811076 0.046 0.002 -0.027
C 4.733192 2.708121 -0.036735 -0.060 -0.050 -0.014
C 5.316225 1.523579 0.366867 -0.036 0.043 -0.026
C 4.580501 0.349280 0.473913 -0.147 -0.059 0.019
C 5.226681 -0.923388 0.920069 0.043 -0.064 -0.112
C 1.277261 -0.803410 1.109997 -0.045 0.114 0.452
C -3.678116 0.075407 1.369968 0.192 -0.144 -0.193
C -4.917941 0.629025 1.104223 -0.291 0.125 -0.089
H -7.722318 1.018859 1.199289 0.022 0.030 -0.018
H -6.943377 2.589535 0.850988 -0.013 -0.039 -0.004
H -8.336505 2.048818 -0.116761 0.044 -0.003 0.087
H -5.083637 -0.033335 -2.193649 -0.040 -0.010 -0.134
H -2.871963 -1.023047 -1.717625 0.008 -0.010 -0.027
H -1.436833 -0.947117 1.683724 0.066 -0.084 -0.209
H 0.195941 -2.644839 1.573697 0.015 0.092 -0.045
H 0.992471 -3.163873 -1.114429 0.092 0.005 0.079
H 1.885846 -3.727416 0.305798 0.041 0.023 0.006
H 1.592986 1.603132 -0.529671 -0.121 -0.003 -0.033
H 1.681206 3.935045 -0.932057 -0.073 0.051 -0.019
H 2.949102 4.838699 -0.091233 -0.042 0.085 0.008
H 3.180527 4.351514 -1.766287 -0.033 0.081 -0.065
H 5.331404 3.605023 -0.107510 0.074 0.104 -0.002
H 6.368577 1.504800 0.611418 0.102 -0.022 0.034
H 4.624538 -1.420161 1.680230 0.001 -0.075 0.069
H 6.217522 -0.730913 1.323323 0.040 0.007 0.080
H 5.316299 -1.603612 0.073262 0.029 -0.065 0.049
H 0.676512 0.106736 1.011323 0.058 -0.106 0.047
H 1.622650 -0.867987 2.151743 -0.107 0.056 -0.094
H -3.291048 0.111812 2.379448 0.037 0.005 0.100
H -5.468261 1.083598 1.912600 -0.072 0.046 0.044
```
Forces are in eV/Å.



Formula: C20H22N2O3
Source: OMol25
Level of theory: ωB97M-V/def2-TZVPD

energy relative to the best compared isomer or geometry (same formula, charge and spin)	495.92	kcal/mol
HOMO-LUMO gap	7.4	eV
electronic energy	-30200.2119	eV

XYZ file:
```
47
Properties=species:S:1:pos:R:3:forces:R:3
C -7.425428 -2.325275 -0.304413 0.548 0.839 -5.463
C -5.802239 -2.430846 -0.439303 -3.642 1.146 3.777
C -5.099377 -1.211556 0.309103 -4.299 -5.883 3.380
C -5.426704 0.044189 -0.316990 -6.702 -2.139 -1.273
O -4.718881 0.913054 0.210983 1.059 8.859 6.363
C -3.471130 1.136744 0.184780 3.582 4.482 1.288
C -2.754843 0.362408 -0.615332 11.077 9.167 3.207
C -1.339290 0.770393 -1.056769 -1.291 -0.994 1.848
C -0.720200 1.758129 -0.283292 1.548 -1.378 -0.583
C -1.393683 2.418207 0.718440 -9.212 -4.020 -3.351
C -2.833177 2.415142 0.902666 4.338 -7.893 -5.548
H -3.471202 2.877604 1.483939 -2.467 2.811 3.164
H -0.949426 3.057853 1.205492 4.744 6.517 5.025
C 0.772659 2.029219 -0.352250 -9.379 -8.129 -7.261
C 1.530974 2.766404 0.161386 2.669 9.854 10.909
C 2.883210 2.991817 0.078412 3.011 -4.641 -3.170
O 3.465471 3.980176 -0.020074 1.670 6.352 0.902
N 3.694028 1.900501 -0.345153 3.401 8.834 -2.681
C 3.674934 0.694686 -0.286860 -7.643 -9.654 9.606
C 4.188808 -0.246191 -0.972814 5.369 -3.921 -7.913
C 4.050743 -1.663440 -1.022059 -2.816 1.004 5.751
C 3.213391 -2.085238 0.263124 6.518 -4.836 -12.073
C 2.721478 -1.183950 1.057575 -1.855 -0.465 2.930
C 2.778827 0.116100 1.020360 6.848 -1.650 -8.353
H 2.376753 0.902563 1.314662 -3.997 5.795 4.274
H 2.256503 -1.688745 1.820220 -1.660 -0.785 2.449
C 3.170526 -3.824693 0.348821 0.338 15.802 0.077
O 2.927448 -3.933233 1.411313 -3.030 -5.848 14.642
N 3.245315 -4.478288 -0.621292 2.623 4.710 -13.341
H 3.455665 -4.118954 -1.591909 -0.438 0.147 2.057
H 3.190988 -5.319837 -0.663111 -0.952 -12.966 0.169
H 4.599432 -2.336211 -1.733955 -0.727 0.964 0.886
H 4.852138 0.144477 -1.874032 -0.959 -0.425 1.430
H 4.583127 2.105516 -0.879341 -1.426 1.501 0.717
H 1.114275 3.389796 1.039562 0.581 -0.423 -1.147
H 1.231751 1.535750 -1.134705 0.539 -1.908 -1.912
H -0.724228 0.174912 -1.820119 -1.269 0.938 1.177
H -3.118390 -0.263353 -1.117219 -5.474 -9.449 -7.089
H -5.269245 0.101435 -1.346394 -0.241 -0.692 -2.493
H -6.639080 0.511953 -0.072442 3.201 -2.168 -1.050
H -4.104887 -1.580254 0.531032 0.435 1.114 -0.115
H -5.760260 -1.207884 1.604466 2.249 0.019 -3.844
H -5.746125 -3.419393 0.024538 1.175 0.267 0.195
H -5.672013 -2.547716 -1.449832 1.108 0.135 -2.488
H -7.934278 -1.373220 -0.973837 1.455 -2.558 2.307
H -7.765468 -3.256514 -0.884050 0.058 1.286 0.946
H -7.740587 -2.401034 0.683717 -0.662 0.283 1.670
```
Forces are in eV/Å.